1.
# C5H10O

A single C5H10O molecule (the ωB97M-V functional and the def2-TZVPD basis, the OMol25 dataset).

The geometry in XYZ format:
```
16
Properties=species:S:1:pos:R:3:nbo_charge:R:1
C -2.103 0.011 0.198 -0.6372
C -0.855 -0.359 -0.560 0.0657
O -0.212 0.702 -1.255 -0.5021
C 0.510 0.056 -0.203 0.2046
C 1.690 -0.753 -0.721 -0.6327
C 0.755 0.882 1.044 -0.6324
H -2.941 0.094 -0.501 0.2199
H -1.990 0.975 0.698 0.2170
H -2.359 -0.747 0.946 0.2143
H -0.936 -1.281 -1.142 0.1719
H 1.402 -1.768 -1.011 0.2142
H 2.095 -0.256 -1.609 0.2305
H 2.491 -0.827 0.018 0.2117
H 0.669 0.256 1.941 0.2154
H 0.028 1.694 1.118 0.2239
H 1.758 1.322 1.039 0.2154
```

The calculation puts the HOMO-LUMO gap at 11.043 eV. The HOMO energy is -10.0 eV. The value obtained for the electronic energy is -7393.7593 eV.

2.
# C5H6S

A single C5H6S molecule (the ωB97M-V functional and the def2-TZVPD basis, the OMol25 dataset).

The geometry in XYZ format:
```
12
Properties=species:S:1:pos:R:3:nbo_charge:R:1
C 1.374 -0.997 0.229 -0.2117
C 1.090 -0.615 -1.038 -0.1935
C 0.146 0.573 -1.261 -0.5701
S -1.328 0.538 -0.201 0.2836
C -0.477 0.160 1.272 -0.3464
C 0.680 -0.452 1.402 -0.2838
H 2.177 -1.689 0.405 0.2112
H 1.623 -1.020 -1.892 0.2134
H 0.615 1.540 -1.108 0.2165
H -0.234 0.584 -2.324 0.2326
H -1.027 0.572 2.131 0.2241
H 1.218 -0.604 2.368 0.2240
```

The calculation puts the HOMO-LUMO gap at 8.876 eV. The HOMO energy is -8.1 eV. The value obtained for the electronic energy is -16116.3255 eV.

3.
# C18H15F4

A 2-piece molecular cluster, C18H15F4 overall (the ωB97M-V functional and the def2-TZVPD basis, the OMol25 dataset).

The geometry in XYZ format:
```
37
Properties=species:S:1:pos:R:3:nbo_charge:R:1
H 0.889 -0.587 1.780 0.2297
C 2.115 2.460 -1.918 0.1656
C 3.123 1.654 -1.297 -0.3291
C 3.852 1.919 -0.169 -0.1059
C 1.039 1.749 -2.553 -0.3388
C 1.041 0.373 -2.765 -0.0521
H 2.083 3.528 -1.743 0.2500
H 3.254 0.677 -1.784 0.2278
H 4.538 1.176 0.240 0.2359
H 3.737 2.833 0.395 0.2211
H 0.149 2.267 -2.960 0.2635
H 0.241 -0.076 -3.364 0.2449
H 1.822 -0.261 -2.326 0.2115
F -3.639 2.504 -0.044 -0.3276
C -2.793 2.004 0.938 0.4221
C -2.988 2.454 2.246 -0.3445
C -2.065 1.991 3.193 0.4314
F -2.146 2.470 4.486 -0.3173
C -1.102 1.039 2.890 -0.2942
C -1.054 0.454 1.611 0.0212
C -0.167 -0.786 1.540 -0.4595
C -0.259 -1.813 0.424 0.0167
C 0.788 -2.753 0.328 -0.3105
C 0.689 -3.812 -0.571 0.4250
F 1.735 -4.709 -0.644 -0.3214
C -0.425 -4.025 -1.383 -0.3498
C -1.413 -3.046 -1.305 0.4255
F -2.505 -3.209 -2.133 -0.3217
C -1.379 -1.970 -0.412 -0.3220
C -1.830 1.039 0.577 -0.3253
H -3.775 3.170 2.505 0.2655
H -0.403 0.691 3.655 0.2343
H -0.335 -1.332 2.481 0.2539
H 1.653 -2.661 0.994 0.2329
H -0.509 -4.905 -2.032 0.2669
H -2.228 -1.284 -0.397 0.2475
H -1.733 0.776 -0.485 0.2267
```

The calculation puts the HOMO-LUMO gap at 4.639 eV. The HOMO energy is -11.9 eV. The value obtained for the electronic energy is -29768.7076 eV. As for the total charge: +1.

4.
# C26H52IN7O4P2

A 3-piece molecular cluster, C26H52IN7O4P2 overall (the ωB97M-V functional and the def2-TZVPD basis, the OMol25 dataset).

The geometry in XYZ format:
```
92
Properties=species:S:1:pos:R:3:lowdin_charge:R:1
C -1.247 2.998 4.414 -0.1264
C -2.198 3.723 3.435 -0.2511
C -2.442 2.956 2.098 -0.2179
C -2.749 1.468 2.332 -0.1975
C -3.218 0.672 1.071 -0.1504
C -3.983 1.496 0.021 -0.1242
N -3.155 2.092 -1.024 0.0355
C -3.337 3.401 -1.444 -0.3426
O -4.335 4.078 -1.439 0.1330
C -1.933 3.751 -1.981 -0.0740
C -1.398 4.958 -2.328 0.0040
C -0.065 4.952 -2.748 -0.1373
C 0.659 3.786 -2.810 -0.6778
I 2.707 3.806 -3.396 0.8694
C 0.100 2.544 -2.498 -0.0823
C -1.201 2.562 -2.083 -0.0690
C -2.123 1.401 -1.649 -0.3312
O -2.012 0.218 -1.843 0.1400
H -0.188 3.084 4.135 0.0732
H -1.323 3.525 5.381 0.0678
H -1.524 1.960 4.625 0.0590
H -3.137 3.912 3.972 0.1043
H -1.706 4.666 3.157 0.1012
H -1.544 3.097 1.478 0.1148
H -3.264 3.499 1.607 0.0980
H -3.444 1.313 3.169 0.1166
H -1.802 1.006 2.651 0.1026
H -2.356 0.118 0.686 0.1043
H -3.924 -0.092 1.431 0.1012
H -4.743 0.835 -0.426 0.1285
H -4.556 2.273 0.539 0.1220
H -1.985 5.871 -2.273 0.1288
H 0.436 5.878 -3.024 0.0978
H 0.657 1.613 -2.558 0.1129
C -5.110 -5.868 1.047 -0.1305
N -4.671 -4.924 2.052 -0.3381
C -3.241 -4.933 2.324 -0.1331
P -5.638 -3.851 2.986 0.7086
O -5.017 -2.559 2.509 -0.3075
N -7.188 -3.606 2.275 -0.3157
C -7.908 -4.572 1.466 -0.1440
C -7.487 -2.263 1.787 -0.1430
N -6.338 -5.170 3.912 -0.2730
C -7.109 -4.617 5.064 -0.1333
C -5.448 -6.189 4.488 -0.1307
H -5.949 -6.483 1.389 0.0643
H -4.324 -6.580 0.793 0.0773
H -5.396 -5.363 0.118 0.0776
H -3.012 -5.415 3.286 0.0627
H -2.844 -3.914 2.366 0.0690
H -2.675 -5.455 1.554 0.0776
H -7.531 -4.610 0.438 0.0751
H -8.968 -4.305 1.412 0.0778
H -7.891 -5.572 1.893 0.0662
H -6.996 -2.061 0.827 0.0842
H -7.176 -1.506 2.502 0.0678
H -8.564 -2.135 1.653 0.0773
H -6.452 -4.099 5.769 0.0796
H -7.634 -5.410 5.596 0.0791
H -7.862 -3.907 4.724 0.0725
H -4.673 -5.755 5.126 0.0851
H -4.971 -6.795 3.720 0.0729
H -6.032 -6.890 5.087 0.0836
C 9.339 0.400 -4.828 -0.1315
N 9.683 1.225 -3.690 -0.3398
C 11.085 1.187 -3.300 -0.1341
P 8.629 2.185 -2.729 0.7079
O 9.274 3.523 -3.002 -0.2997
N 7.137 2.513 -3.524 -0.3128
C 6.489 1.649 -4.493 -0.1404
C 6.866 3.903 -3.875 -0.1437
N 7.867 0.769 -2.020 -0.2737
C 7.000 1.188 -0.880 -0.1311
C 8.716 -0.309 -1.493 -0.1314
H 8.481 -0.249 -4.630 0.0646
H 10.151 -0.279 -5.093 0.0767
H 9.128 1.006 -5.715 0.0772
H 11.237 0.601 -2.383 0.0626
H 11.466 2.195 -3.112 0.0702
H 11.720 0.755 -4.073 0.0769
H 6.945 1.729 -5.486 0.0766
H 5.433 1.921 -4.598 0.0561
H 6.481 0.605 -4.184 0.0682
H 7.426 4.217 -4.764 0.0882
H 7.114 4.572 -3.055 0.0725
H 5.801 4.043 -4.075 0.0269
H 7.592 1.621 -0.068 0.0800
H 6.440 0.339 -0.487 0.0793
H 6.271 1.932 -1.197 0.0709
H 9.432 0.048 -0.748 0.0850
H 9.260 -0.824 -2.283 0.0726
H 8.091 -1.073 -1.028 0.0833
```

The calculation puts the HOMO-LUMO gap at 7.903 eV. The HOMO energy is -8.1 eV. The value obtained for the electronic energy is -73102.0726 eV.

5.
# C16H17N

A 2-piece molecular cluster, C16H17N overall (the ωB97M-V functional and the def2-TZVPD basis, the OMol25 dataset).

The geometry in XYZ format:
```
34
Properties=species:S:1:pos:R:3:nbo_charge:R:1
C 2.387 -1.136 -2.043 -0.6503
C 0.925 -1.205 -2.153 -0.0853
C 0.194 -2.275 -2.602 -0.0252
N -1.208 -1.942 -2.782 -0.5754
C -1.391 -0.640 -2.375 0.1674
C -2.447 0.328 -2.455 -0.2590
C -2.291 1.595 -1.886 -0.1918
C -1.150 2.067 -1.343 -0.2507
C 0.002 1.198 -1.365 -0.1873
C -0.094 -0.156 -1.844 -0.0823
H 2.873 -1.296 -1.027 0.2218
H 2.730 -0.030 -2.176 0.2144
H 3.076 -1.579 -2.731 0.2375
H 0.348 -3.292 -3.021 0.2171
H -1.846 -2.591 -2.360 0.3990
H -3.138 0.145 -3.195 0.2113
H -3.286 2.185 -1.909 0.2130
H -1.064 2.947 -0.792 0.2179
H 1.017 1.533 -1.123 0.2086
C 1.795 -1.519 1.899 -0.6427
C 1.067 -0.297 2.569 0.0189
C -0.009 -0.529 3.350 -0.2406
C -0.651 0.440 4.029 -0.1908
C -0.334 1.739 3.795 -0.2400
C 0.668 1.931 2.876 -0.1857
C 1.454 1.005 2.219 -0.2431
H 2.990 -1.597 2.144 0.2088
H 1.837 -1.224 0.826 0.2270
H 1.406 -2.505 2.272 0.2227
H -0.334 -1.633 3.296 0.2098
H -1.315 0.093 4.754 0.2113
H -0.847 2.733 4.155 0.2274
H 1.026 2.958 2.658 0.1929
H 2.224 1.463 1.679 0.2232
```

The calculation puts the HOMO-LUMO gap at 8.867 eV. The HOMO energy is -8.0 eV. The value obtained for the electronic energy is -18354.8569 eV.

6.
# CH2BrN2OP

A single CH2BrN2OP molecule (the ωB97M-V functional and the def2-TZVPD basis, the OMol25 dataset).

The geometry in XYZ format:
```
8
Properties=species:S:1:pos:R:3:nbo_charge:R:1
O -1.755 -1.383 0.081 -0.5259
C -1.581 -0.186 -0.036 0.4967
N -0.289 0.330 0.069 -0.4215
N 0.688 -0.503 -0.124 -0.6637
P 2.142 -1.002 -0.024 0.9948
Br 3.374 1.026 0.041 -0.4135
H -2.448 0.473 -0.294 0.1470
H -0.131 1.245 0.288 0.3861
```

The calculation puts the HOMO-LUMO gap at 8.686 eV. The HOMO energy is -9.5 eV. The value obtained for the electronic energy is -85427.3222 eV.

7.
# C20H16N10Sn

C20H16N10Sn as an isolated structure (the ωB97M-V functional and the def2-TZVPD basis, the OMol25 dataset).

The geometry in XYZ format:
```
47
Properties=species:S:1:pos:R:3:nbo_charge:R:1
Sn 0.192 -0.659 1.701 1.4385
N 4.756 2.385 -3.601 -0.4325
C 3.529 1.884 -3.713 0.3397
N 2.696 1.843 -2.686 -0.4381
C 3.141 2.311 -1.544 0.3500
N 2.191 2.332 -0.430 0.0623
N 1.040 2.150 -0.680 0.0924
C -0.208 2.247 -0.795 0.1142
C -1.312 1.264 -0.777 0.1024
C -2.375 1.638 -1.581 -0.1429
C -3.487 0.806 -1.701 -0.0818
C -3.502 -0.360 -0.970 -0.1723
C -2.418 -0.645 -0.144 0.0825
N -1.331 0.124 -0.031 -0.5463
C 4.405 2.843 -1.285 -0.1056
C 4.882 3.355 -0.052 -0.1595
C 6.142 3.871 0.004 -0.1296
C 6.976 3.902 -1.147 -0.0378
C 6.554 3.415 -2.359 -0.2550
C 5.266 2.885 -2.435 0.3227
H 5.346 2.402 -4.433 0.4762
H 3.220 1.509 -4.680 0.2635
H -0.503 3.270 -1.049 0.3055
H -2.341 2.570 -2.132 0.2658
H -4.314 1.083 -2.344 0.2879
H -4.340 -1.044 -1.006 0.2843
H -2.444 -1.542 0.461 0.2165
H 4.249 3.337 0.824 0.2543
H 6.525 4.269 0.935 0.2768
H 7.970 4.323 -1.062 0.2805
H 7.197 3.444 -3.230 0.2757
N -2.839 -1.154 4.779 -0.2767
C -2.061 -0.286 4.160 0.2685
N -1.434 -0.933 3.169 -0.6927
C -1.887 -2.230 3.284 0.2866
N -2.747 -2.386 4.244 -0.1428
C -1.365 -3.259 2.388 0.1067
C -1.728 -4.598 2.428 0.0778
N -1.190 -5.477 1.590 -0.2482
C -0.287 -5.049 0.721 0.0532
C 0.102 -3.713 0.667 0.0361
N -0.449 -2.822 1.499 -0.5752
H -3.450 -0.996 5.576 0.4809
H -1.967 0.755 4.428 0.2705
H -2.458 -4.955 3.146 0.2683
H 0.150 -5.778 0.049 0.2628
H 0.850 -3.368 -0.036 0.2338
```

The calculation puts the HOMO-LUMO gap at 6.599 eV. The HOMO energy is -20.6 eV. The value obtained for the electronic energy is -41690.4748 eV. As for the total charge: +4.

8.
# C30H43F5P2Zr

C30H43F5P2Zr as an isolated structure (the ωB97M-V functional and the def2-TZVPD basis, the OMol25 dataset).

The geometry in XYZ format:
```
81
Properties=species:S:1:pos:R:3:lowdin_charge:R:1
Zr -0.476 0.523 -0.689 1.4299
C -0.967 -1.582 0.466 -0.3514
C 0.403 -1.701 -0.005 -0.3424
C 0.413 -0.417 1.933 -0.2169
C -0.938 -0.770 1.654 -0.2532
C 1.228 -0.936 0.899 -0.2737
C -2.118 -2.441 0.060 -0.0349
H -1.952 -2.928 -0.908 0.0661
H -3.034 -1.841 -0.009 0.0816
H -2.319 -3.242 0.791 0.1150
C -2.076 -0.598 2.582 -0.0019
H -2.999 -1.009 2.166 0.0874
H -2.242 0.467 2.767 0.0783
H -1.902 -1.070 3.559 0.1172
C 0.928 0.144 3.201 -0.0003
H 1.002 -0.622 3.988 0.1194
H 0.271 0.938 3.567 0.0770
H 1.922 0.582 3.055 0.0912
C 2.712 -0.957 0.940 -0.0317
H 3.075 -1.556 1.790 0.1177
H 3.122 0.054 1.065 0.0819
H 3.147 -1.391 0.032 0.0755
C 0.940 -2.811 -0.856 -0.0335
H 1.373 -3.631 -0.248 0.1193
H 1.746 -2.439 -1.504 0.0681
H 0.161 -3.258 -1.481 0.0647
C -1.909 1.128 -5.919 -0.1335
C -1.915 -0.226 -5.941 -0.1699
C -1.188 -1.043 -6.970 -0.1774
C 0.224 -0.552 -7.313 -0.1752
C 0.969 0.059 -6.179 -0.1148
C 1.068 1.393 -5.989 -0.1547
C 0.190 2.430 -6.591 -0.1562
C -1.239 1.973 -6.948 -0.1595
H -1.806 -1.066 -7.892 0.1416
H 0.193 0.122 -8.183 0.1195
H -1.129 -2.094 -6.648 0.1104
H -1.249 1.478 -7.924 0.1150
H -2.582 1.670 -5.253 0.1079
H -2.704 -0.775 -5.416 0.1014
H -1.862 2.875 -7.083 0.1332
H 0.112 3.307 -5.925 0.1213
H 1.970 1.781 -5.495 0.1080
H 0.672 2.812 -7.512 0.1412
H 0.808 -1.426 -7.660 0.1317
H 1.584 -0.636 -5.597 0.1170
P -1.370 -0.168 -2.868 0.8140
P 1.753 1.488 -1.593 0.8000
C -0.401 1.278 -3.573 -0.3795
C 0.785 2.120 -3.017 -0.3616
H -1.118 1.990 -3.997 0.0757
H -0.051 0.675 -4.407 0.0168
H 1.528 2.270 -3.805 0.0600
H 0.423 3.130 -2.782 0.0994
C 2.452 2.959 -0.790 -0.2134
H 3.202 2.645 -0.049 0.0625
H 1.650 3.490 -0.254 0.0528
H 2.911 3.641 -1.521 0.0764
C 3.140 0.530 -2.253 -0.2166
H 3.584 1.039 -3.120 0.0697
H 2.796 -0.468 -2.561 0.0441
H 3.902 0.399 -1.471 0.0595
C -3.121 0.193 -2.974 -0.2066
H -3.640 -0.595 -2.411 0.0671
H -3.473 0.217 -4.006 0.0404
H -3.335 1.152 -2.485 0.0607
C -0.820 -1.730 -3.584 -0.1955
H 0.221 -1.941 -3.294 0.0505
H -0.892 -1.714 -4.679 0.0215
H -1.473 -2.514 -3.164 0.0718
F -0.999 2.381 2.743 0.0437
C -1.564 3.021 1.679 -0.2235
C -1.439 2.507 0.377 -0.0689
C -2.013 3.392 -0.546 -0.2442
F -2.010 3.064 -1.886 0.0019
C -2.613 4.621 -0.267 -0.1271
F -3.074 5.396 -1.277 0.1198
C -2.728 5.048 1.043 -0.0974
F -3.312 6.222 1.358 0.1536
C -2.200 4.216 2.023 -0.1172
F -2.292 4.588 3.317 0.1322
```

The calculation puts the HOMO-LUMO gap at 6.848 eV. The HOMO energy is -14.2 eV. The value obtained for the electronic energy is -65235.3257 eV. As for the total charge: +2.